(1)
{
  "formula": "C34H27Cl2N7O4S2Tc",
  "method": "ωB97M-V/def2-TZVPD",
  "symbols": ["Tc", "N", "C", "C", "C", "C", "C", "C", "S", "O", "O", "N", "C", "N", "C", "C", "C", "N", "H", "H", "H", "H", "H", "H", "H", "H", "H", "S", "C", "C", "C", "N", "C", "C", "C", "C", "C", "N", "C", "C", "H", "H", "H", "H", "H", "H", "H", "H", "Cl", "C", "C", "C", "C", "C", "Cl", "C", "N", "C", "C", "C", "C", "C", "C", "C", "C", "O", "O", "H", "H", "H", "H", "H", "H", "H", "H", "H", "H"],
  "positions_angstrom": [[0.44767, -0.75498, -0.05926], [-4.42960, 3.14233, -5.32211], [-3.55267, 2.71104, -4.39522], [-3.15234, 1.35770, -4.36236], [-2.25857, 0.92055, -3.42091], [-1.74706, 1.82088, -2.47811], [-2.11638, 3.17148, -2.50751], [-3.01560, 3.60648, -3.44538], [-0.62604, 1.30562, -1.30313], [0.11872, 0.09734, -1.87388], [0.17064, 2.37802, -0.80643], [-1.29805, 0.55727, 0.00477], [-2.15466, -0.50643, -0.34989], [-3.44149, -0.35938, -0.56305], [-4.10473, -1.47034, -0.89741], [-3.48955, -2.70718, -1.03447], [-2.13167, -2.76802, -0.79522], [-1.47045, -1.66598, -0.43686], [-4.75664, 2.53141, -6.04908], [-4.65648, 4.11729, -5.40448], [-3.53814, 0.67080, -5.10438], [-1.92875, -0.11061, -3.42600], [-1.67707, 3.86713, -1.80548], [-3.29721, 4.65087, -3.48011], [-5.16891, -1.35851, -1.06733], [-4.04911, -3.58560, -1.31800], [-1.56392, -3.68527, -0.88172], [5.07303, -5.33919, -1.38755], [3.91062, -4.08473, -1.07610], [4.10837, -2.72411, -1.31878], [3.09979, -1.83512, -1.03137], [1.91333, -2.21160, -0.52475], [1.72492, -3.52250, -0.27942], [2.67501, -4.47475, -0.53663], [6.45222, -4.41987, -2.03495], [6.58462, -4.23486, -3.40219], [7.68620, -3.52013, -3.85602], [8.61125, -3.01118, -3.04888], [8.47725, -3.21115, -1.74180], [7.41734, -3.91204, -1.17975], [5.03814, -2.35464, -1.72574], [3.23276, -0.77441, -1.20047], [0.77119, -3.80105, 0.15274], [2.46830, -5.51334, -0.31697], [5.85888, -4.63597, -4.09641], [7.82828, -3.35308, -4.91721], [9.25238, -2.79584, -1.10868], [7.35488, -4.05783, -0.10997], [-1.34524, 3.09815, 5.42730], [-2.63444, 3.47172, 4.36780], [-3.56507, 4.39139, 4.78649], [-4.54804, 4.85217, 3.91452], [-4.59670, 4.41732, 2.58705], [-3.68869, 3.49701, 2.14693], [-3.75811, 2.92517, 0.53197], [-2.69308, 2.94064, 3.02823], [-1.87071, 2.00656, 2.55312], [-1.18016, 1.01375, 3.32009], [-1.95012, 0.16190, 4.10620], [-1.32684, -0.82664, 4.84332], [0.05690, -0.94862, 4.79195], [0.80679, -0.09190, 4.00136], [0.20508, 0.90712, 3.24192], [1.04199, 1.89113, 2.47070], [2.05409, 1.29294, 1.51227], [3.05483, 1.84562, 1.18308], [1.74200, 0.05518, 1.03965], [-3.50044, 4.77940, 5.79305], [-5.27097, 5.57660, 4.26391], [-5.35058, 4.79256, 1.91002], [-1.85939, 1.82578, 1.53912], [-3.02675, 0.27941, 4.12945], [-1.91393, -1.49311, 5.46001], [0.55410, -1.70932, 5.37860], [1.88604, -0.18670, 3.98308], [1.60056, 2.53324, 3.15365], [0.42620, 2.55498, 1.85906]],
  "forces_ev_per_a": [[0.0102, -0.4848, 0.4451], [-0.0126, 0.0006, 0.0000], [0.0056, 0.0080, 0.0104], [-0.0035, 0.0054, -0.0061], [-0.0327, -0.0209, 0.0389], [0.1178, -0.0139, -0.1710], [-0.0223, -0.0176, 0.0017], [0.0016, 0.0017, -0.0153], [-0.2855, -0.1615, 0.1488], [0.1699, 0.3642, -0.1900], [-0.0270, 0.0747, -0.0298], [0.0579, 0.1481, -0.1114], [-0.0333, -0.0744, 0.0194], [-0.0138, 0.0014, 0.0365], [-0.0021, 0.0159, 0.0017], [-0.0006, -0.0071, 0.0068], [-0.0049, -0.0331, 0.1076], [0.0060, 0.1331, -0.2051], [0.0039, 0.0007, 0.0000], [0.0015, -0.0003, 0.0012], [0.0037, -0.0007, 0.0000], [-0.0052, 0.0038, -0.0011], [0.0019, 0.0025, 0.0012], [0.0024, 0.0003, -0.0033], [0.0012, 0.0013, 0.0015], [0.0074, -0.0041, -0.0017], [-0.0045, -0.0016, -0.0132], [0.0151, 0.0018, 0.0057], [-0.0259, -0.0121, -0.0010], [0.0051, 0.0071, -0.0049], [-0.0232, 0.0374, -0.0435], [-0.1040, 0.0166, -0.0280], [0.0262, 0.0011, -0.0013], [0.0092, 0.0025, -0.0096], [-0.0149, -0.0128, -0.0021], [0.0005, 0.0061, -0.0093], [-0.0032, -0.0053, 0.0122], [0.0102, 0.0072, -0.0079], [-0.0165, -0.0113, 0.0036], [0.0248, 0.0120, 0.0053], [-0.0025, 0.0043, 0.0020], [0.0035, 0.0025, 0.0090], [0.0036, 0.0024, 0.0017], [-0.0006, -0.0003, 0.0002], [0.0011, -0.0021, 0.0016], [0.0009, 0.0010, -0.0004], [0.0031, 0.0010, -0.0024], [-0.0057, -0.0032, -0.0005], [-0.0092, -0.0084, -0.0040], [0.0239, -0.0331, -0.0205], [-0.0310, 0.0213, -0.0117], [0.0221, -0.0130, 0.0101], [-0.0153, 0.0089, -0.0044], [0.0191, -0.0056, 0.0082], [-0.0132, 0.0129, -0.0214], [-0.0247, 0.0528, -0.0098], [0.0654, -0.1056, 0.0431], [-0.0205, 0.0530, 0.0230], [0.0036, -0.0260, 0.0010], [-0.0111, 0.0047, 0.0005], [0.0166, 0.0063, -0.0102], [0.0006, -0.0296, 0.0105], [0.0130, 0.0284, -0.0259], [-0.0422, 0.0005, -0.0036], [0.0930, -0.0457, -0.0149], [-0.0260, 0.0179, -0.0187], [0.1349, -0.0012, 0.0447], [0.0014, -0.0013, -0.0003], [0.0009, 0.0012, -0.0001], [0.0013, -0.0003, -0.0003], [-0.0470, 0.0399, 0.0089], [0.0020, 0.0033, 0.0014], [-0.0005, 0.0005, -0.0005], [-0.0006, 0.0008, 0.0012], [-0.0008, 0.0008, 0.0004], [-0.0110, 0.0137, -0.0041], [0.0051, 0.0053, -0.0054]],
  "charge": 2,
  "multiplicity": 4,
  "largest_force_ha_per_bohr": 0.0128,
  "e_tot_ha": -3793.1471
}


(2)
{
  "formula": "C4H12N2O",
  "method": "ωB97M-V/def2-TZVPD",
  "symbols": ["N", "C", "C", "N", "C", "C", "O", "H", "H", "H", "H", "H", "H", "H", "H", "H", "H", "H", "H"],
  "positions_angstrom": [[0.00446, 2.81935, -0.30271], [-0.57308, 1.69174, 0.47070], [0.14052, 0.41410, 0.04990], [-0.32170, 0.02370, -1.29036], [-0.19050, -0.69614, 1.05747], [0.47195, -2.03722, 0.75243], [0.58642, -2.41397, -0.60600], [0.02977, 3.70413, 0.16659], [0.88143, 2.65377, -0.76351], [-0.46072, 2.00435, 1.50294], [-1.64036, 1.66641, 0.24733], [1.19498, 0.43908, -0.03446], [-1.31762, -0.09242, -1.26732], [-0.11616, 0.67599, -2.03286], [-1.28225, -0.77260, 1.12782], [0.08829, -0.33889, 2.04959], [1.48955, -2.14568, 1.14246], [-0.05151, -2.76530, 1.39519], [0.03626, -1.78472, -1.10036]],
  "forces_ev_per_a": [[-0.6440, -0.0242, -0.6533], [1.6188, 1.9602, -0.5875], [-2.0405, -0.6720, 0.2188], [-0.1268, -0.5468, -0.0808], [0.0391, 0.3712, -0.5717], [0.4786, -0.7797, 0.9559], [-0.6855, -0.1475, 0.4396], [-0.0301, 0.0935, 0.2180], [0.1761, -0.2299, 0.1888], [0.0134, -0.7478, 0.5821], [-0.0559, -0.4828, 0.0127], [1.2531, 0.7758, 0.2235], [-0.5833, 0.0881, -0.0843], [0.1709, 0.2366, 0.1814], [-0.0226, -0.2877, -0.2779], [0.2922, -0.1605, 0.0446], [0.1146, 0.7432, 0.1200], [-0.2852, -0.2674, -0.6071], [0.3170, 0.0776, -0.3229]],
  "charge": 0,
  "multiplicity": 1,
  "smiles": "NC[C@H](N)CCO",
  "largest_force_ha_per_bohr": 0.0507,
  "relative_energy_kcal_mol": 36.9
}


(3)
{
  "formula": "C30H48F14N2O3S",
  "method": "ωB97M-V/def2-TZVPD",
  "symbols": ["C", "C", "O", "C", "C", "C", "C", "C", "C", "O", "C", "C", "C", "O", "C", "C", "C", "F", "C", "C", "C", "F", "F", "C", "F", "F", "C", "F", "F", "C", "F", "F", "S", "F", "F", "F", "F", "F", "N", "C", "C", "C", "C", "C", "H", "H", "H", "H", "H", "H", "H", "H", "H", "H", "H", "H", "H", "H", "H", "H", "H", "H", "H", "H", "H", "H", "H", "H", "H", "H", "H", "H", "H", "H", "H", "H", "H", "H", "H", "H", "H", "H", "H", "H", "H", "H", "H", "C", "C", "C", "N", "C", "C", "H", "H", "H", "H", "H"],
  "positions_angstrom": [[-2.36310, -4.50218, -0.28762], [-1.03957, -3.80764, 0.02981], [0.02972, -4.13573, -0.83722], [-0.18903, -3.78368, -2.19139], [-0.34306, -2.27213, -2.44695], [1.04555, -1.59604, -2.31643], [0.87605, -0.11634, -2.75628], [1.93326, 0.77624, -2.02464], [1.25538, 2.03837, -1.50700], [0.54785, 1.78754, -0.31648], [0.48345, 2.88782, 0.56731], [-0.15375, 4.16177, -0.07538], [0.86536, 5.27020, -0.36513], [1.60041, 5.62005, 0.80483], [2.99991, 5.47518, 0.61100], [3.70590, 6.11263, 1.81207], [-0.17547, 2.53541, 1.91447], [0.05168, 3.67083, 2.70863], [-1.71729, 2.40864, 1.85777], [-2.22547, 1.76298, 0.55617], [-3.62755, 1.17660, 0.77856], [-4.26659, 1.98815, 1.66223], [-3.50498, -0.01112, 1.40744], [-4.55237, 1.16195, -0.46384], [-5.81921, 1.09226, -0.05970], [-4.45511, 2.39621, -0.99539], [-4.20976, 0.19598, -1.62454], [-2.94556, 0.50999, -1.99405], [-4.92827, 0.54834, -2.67358], [-4.16788, -1.34121, -1.42330], [-3.85870, -1.83164, -2.61400], [-3.17788, -1.72767, -0.66474], [-5.72966, -2.23762, -0.86037], [-5.84314, -3.00499, -2.24473], [-6.67789, -1.13235, -1.44783], [-5.64303, -1.56703, 0.55456], [-4.82922, -3.44149, -0.34444], [-6.99881, -3.03153, -0.35900], [0.40771, 1.44355, 2.65493], [0.14662, 0.10530, 2.13314], [1.79800, 1.66146, 3.03569], [1.93150, 1.79270, 4.61730], [0.55228, 1.68869, 5.31100], [2.52375, 3.16073, 5.03511], [-2.74027, -4.20090, -1.26955], [-2.27149, -5.58884, -0.29030], [-3.12606, -4.20286, 0.43526], [-1.17435, -2.72389, 0.14023], [-0.73774, -4.15339, 1.02371], [-1.04348, -4.29501, -2.65556], [0.70146, -4.09945, -2.73921], [-0.65940, -2.12132, -3.48501], [-1.06695, -1.78776, -1.78879], [1.77757, -2.09067, -2.95798], [1.37955, -1.63249, -1.27884], [0.99567, -0.01449, -3.83595], [-0.10846, 0.25070, -2.45482], [2.68835, 1.10600, -2.74790], [2.48164, 0.24141, -1.24817], [2.01376, 2.82244, -1.36937], [0.60708, 2.41121, -2.31456], [1.51474, 3.19222, 0.79528], [-0.69274, 3.87785, -0.98407], [-0.90031, 4.61161, 0.58222], [1.50594, 5.06232, -1.22570], [0.28675, 6.16831, -0.62335], [3.33878, 5.92164, -0.33185], [3.28195, 4.40964, 0.58881], [3.09097, 5.98558, 2.70279], [4.66156, 5.60471, 1.96736], [3.91756, 7.16800, 1.63558], [-2.14684, 3.38768, 2.04642], [-1.97094, 1.76949, 2.70681], [-2.19390, 2.49503, -0.24785], [-1.60019, 0.92938, 0.23660], [0.78881, -0.10151, 1.26569], [-0.90185, -0.11053, 1.94781], [0.47166, -0.60738, 2.90204], [2.22161, 2.57786, 2.62773], [2.41196, 0.79204, 2.78250], [2.51759, 0.97519, 5.04553], [-0.12401, 2.48076, 4.99225], [0.09854, 0.70396, 5.18328], [0.70228, 1.83982, 6.38691], [3.59454, 3.12501, 5.24972], [2.05349, 3.43634, 5.98441], [2.27424, 3.96532, 4.33984], [4.49620, -7.67184, -2.94796], [3.47430, -7.26855, -2.10493], [2.79270, -6.10074, -2.41157], [3.06717, -5.33933, -3.47156], [4.05518, -5.74384, -4.26969], [4.79575, -6.89584, -4.05593], [5.05230, -8.57863, -2.74465], [3.20987, -7.84526, -1.22915], [1.98290, -5.74596, -1.78131], [4.25661, -5.10378, -5.12215], [5.58596, -7.17644, -4.73902]],
  "forces_ev_per_a": [[0.1436, 0.2938, -0.3554], [-0.2513, -0.5285, 0.7847], [-0.2289, 0.0847, -0.1498], [-0.3394, 0.5981, -0.6954], [1.4794, -0.6005, -0.0592], [-1.5320, 0.9102, -0.4443], [1.4059, -0.3524, 1.3396], [-0.6124, 0.3542, -1.0018], [0.9665, 0.2520, -0.4229], [-0.4220, -0.3149, 0.2997], [0.4546, 1.4493, -0.3499], [0.2121, -0.2353, 0.2434], [-0.9849, 0.6181, 0.0982], [0.4045, -0.3326, -0.8531], [0.3508, -0.0425, 0.9624], [0.1822, -0.1880, -0.5225], [-0.6570, -0.1622, -0.0005], [0.1727, 0.0570, -0.0830], [0.7149, -1.0769, -0.0754], [-0.2557, -0.1822, 0.0088], [1.2214, 1.4066, 0.4417], [-0.5904, 0.0801, 0.0199], [-0.3494, -0.5714, -0.3005], [0.0588, 0.4572, 0.5542], [-0.6223, -0.9685, -0.0059], [0.4307, 0.4018, -0.4468], [0.7074, 0.7602, 0.4220], [0.7656, -0.1536, 0.4243], [-1.2601, -0.4282, -0.4572], [-0.5809, -0.4559, -0.9752], [-0.1117, -0.0097, -1.2614], [0.6256, 0.6445, 1.6007], [-0.5057, -1.8996, -0.3884], [-0.1483, 0.0617, -0.0969], [0.0735, 0.6433, 0.3129], [0.0753, 0.6393, 0.0802], [-0.4419, 0.3248, 0.0783], [-0.1265, 0.1547, 0.0104], [-0.1091, 0.2262, -0.9651], [1.0475, -0.3676, 0.5371], [0.1841, -0.5485, 1.8789], [-1.0100, 0.7699, -0.0094], [0.4258, -0.0900, 0.3257], [-0.0955, -0.3714, 0.5863], [0.0501, -0.1069, 0.1174], [0.1558, 0.0259, 0.0877], [0.4809, -0.2364, 0.0398], [0.0432, -0.0671, -0.2866], [0.2327, 0.0292, -0.1299], [0.0146, -0.2539, 0.4091], [-0.0387, -0.1496, 0.1041], [-0.2371, -0.1317, 0.1046], [0.0713, -0.0847, -0.0928], [-0.0055, -0.1315, 0.1601], [0.0644, -0.0950, -0.0271], [-0.2151, -0.0100, 0.0231], [-0.0663, -0.1615, -0.1596], [-0.0173, -0.0302, 0.0705], [-0.2503, 0.0456, 0.1548], [-0.0552, -0.0645, 0.3582], [-0.1802, 0.0131, 0.2329], [-0.0819, -0.2052, 0.1781], [0.1633, 0.1127, -0.0789], [0.0714, -0.1870, 0.1341], [0.1659, -0.2161, 0.1979], [0.0826, -0.1157, -0.1992], [-0.1653, 0.0529, 0.0462], [-0.2038, 0.0452, -0.1677], [0.0456, 0.0516, -0.0265], [-0.0429, 0.1075, 0.0863], [-0.1833, -0.0032, 0.1625], [-0.0645, 0.0047, -0.2053], [-0.1191, 0.1513, 0.0261], [-0.3035, -0.1324, -0.0314], [0.0745, 0.1439, 0.0360], [-0.4672, -0.0986, -0.1846], [0.0105, 0.2330, -0.1141], [-0.1643, 0.0872, 0.0039], [-0.0746, -0.1821, -0.3196], [-0.0457, 0.1987, -0.5522], [0.2695, 0.1078, -0.3074], [-0.0525, -0.1561, -0.2011], [-0.1528, 0.1560, -0.1501], [0.0440, -0.1603, -0.0757], [0.0239, 0.0970, -0.3995], [0.1605, 0.1199, -0.0307], [0.1520, -0.1585, -0.1315], [0.0482, -0.0803, 0.0206], [0.0435, -0.0003, -0.0593], [-0.1559, 0.1922, 0.0161], [0.0766, -0.1486, 0.0276], [-0.0873, 0.1411, -0.0210], [-0.0167, -0.0037, 0.0301], [-0.0051, 0.0104, -0.0048], [-0.0232, 0.0251, 0.0000], [0.0253, -0.0626, 0.0666], [0.0463, -0.0501, -0.0180], [-0.0092, 0.0242, -0.0092]],
  "charge": 0,
  "multiplicity": 1,
  "smiles": "CCOCCCCCCO[C@@H](CCOCC)[C@@](F)(CCC(F)(F)C(F)(F)C(F)(F)C(F)(F)S(F)(F)(F)(F)F)N(C)CC(C)C.c1ccncc1",
  "largest_force_ha_per_bohr": 0.0390,
  "e_tot_ha": -3303.3061
}


(4)
{
  "formula": "C4H5Cl",
  "method": "ωB97M-V/def2-TZVPD",
  "symbols": ["C", "C", "C", "C", "Cl", "H", "H", "H", "H", "H"],
  "positions_angstrom": [[2.58693, -0.78112, -0.00246], [1.96179, 0.46002, -0.15493], [0.51402, 0.79801, 0.23115], [-0.37844, -0.06082, -0.10023], [-2.15038, -0.13317, -0.03288], [3.62903, -0.55718, -0.11187], [1.95926, -1.46111, 0.66914], [2.75075, 1.23226, -0.47004], [0.27749, 1.86931, 0.47803], [-0.16598, -1.31589, 0.15253]],
  "forces_ev_per_a": [[-3.4892, 3.6164, 1.5840], [1.8080, -1.5715, 0.9682], [2.9003, 3.4634, -1.0318], [-2.5964, -7.3403, 1.9719], [0.6420, 1.1539, 0.0266], [0.6432, -1.5814, -0.0015], [1.7584, 0.1435, -1.3935], [-2.0931, -0.5024, 0.2720], [0.2184, -1.1343, -0.4753], [0.2083, 3.7526, -1.9206]],
  "charge": 0,
  "multiplicity": 1,
  "smiles": "C=C/C=C/Cl",
  "largest_force_ha_per_bohr": 0.1562,
  "relative_energy_kcal_mol": 52.4
}


(5)
{
  "formula": "C4H10N2OS",
  "method": "ωB97M-V/def2-TZVPD",
  "symbols": ["C", "C", "C", "C", "H", "H", "H", "H", "H", "H", "H", "H", "H", "H", "N", "N", "O", "S"],
  "positions_angstrom": [[-1.89825, -0.35015, 0.74630], [-1.27507, 0.16348, -0.55770], [1.17799, -0.03824, -0.37047], [2.13735, -0.01017, 0.86942], [-2.75940, 0.44090, 1.37552], [-0.75766, -0.65879, 1.33540], [-2.52142, -1.51434, 0.42965], [-1.26970, -0.60655, -1.26584], [-2.01423, 0.83613, -0.91206], [-0.61003, 2.44872, 1.39902], [2.62575, -1.18650, 1.10731], [2.77115, 0.96713, 1.00819], [1.31010, -0.03183, 1.59202], [0.81217, -1.72686, -2.84126], [0.06390, 0.72635, -0.38138], [1.49852, -0.86760, -1.29176], [0.52950, -0.99586, -2.35034], [0.17933, 2.40417, 0.10797]],
  "forces_ev_per_a": [[0.0558, -2.7761, 1.8351], [-0.8037, 0.4670, 1.2750], [2.5880, -1.1152, -0.2477], [-0.2701, -1.8358, 0.4428], [3.1313, -2.6016, -1.8618], [-4.1424, 0.6874, -0.6909], [1.8404, 3.7914, 1.4081], [0.4772, -1.1659, -0.8431], [0.0552, 1.4455, -0.8590], [1.5255, -0.4008, -2.1957], [-0.8369, 3.9689, -1.2436], [-1.0089, -2.3389, -0.3448], [0.6725, 0.5218, 0.7111], [1.0654, -1.6738, -0.9278], [-2.1654, 2.7011, 0.3565], [-0.4189, -1.0067, -0.4621], [-0.3230, 2.4369, 1.9251], [-1.4421, -1.1053, 1.7230]],
  "charge": 0,
  "multiplicity": 1,
  "largest_force_ha_per_bohr": 0.0871,
  "relative_energy_kcal_mol": 160.5
}